Record 1
Here is a 7-piece molecular cluster, C41H35ClF5N7O15 overall at a distorted geometry from the OMol25 dataset. Energies are from wB97M-V/def2-TZVPD.

Each line ends with the Löwdin charge.
Atoms and positions in Å:
C  -3.193  -2.143  1.422  -0.100
O  -3.183  -0.954  0.653  -0.160
C  -3.799  0.084  1.371  -0.297
N  -4.682  0.907  0.541  -0.321
Cl  -3.771  1.448  -0.840  0.764
C  -5.832  0.228  0.051  -0.557
O  -6.606  0.733  -0.704  0.152
O  -5.954  -1.062  0.527  0.133
C  -7.174  -1.413  1.041  -0.515
F  -8.164  -1.370  0.158  0.195
F  -7.039  -2.685  1.414  0.180
C  -7.617  -0.594  2.300  -0.542
F  -6.577  -0.155  2.994  0.194
F  -8.401  0.416  1.958  0.198
F  -8.324  -1.402  3.092  0.178
H  -4.204  -2.430  1.701  0.089
H  -2.604  -2.035  2.308  0.038
H  -2.820  -2.969  0.832  0.073
H  -4.325  -0.328  2.219  0.115
H  -3.042  0.750  1.763  0.125
C  -0.891  6.171  -4.013  -0.077
C  -1.974  6.432  -3.184  -0.056
C  -2.098  5.772  -1.971  -0.002
C  -1.127  4.859  -1.607  -0.154
C  -0.046  4.582  -2.421  -0.005
C  0.069  5.243  -3.632  -0.062
N  -1.238  4.169  -0.315  -0.364
O  -2.199  4.426  0.374  0.063
O  -0.357  3.391  -0.014  0.070
H  -0.797  6.684  -4.953  0.086
H  -2.722  7.154  -3.481  0.108
H  -2.938  5.971  -1.323  0.120
H  0.698  3.864  -2.115  0.117
H  0.911  5.039  -4.282  0.107
C  -2.903  -3.060  -5.144  -0.070
C  -3.751  -2.521  -4.183  -0.053
C  -3.797  -3.065  -2.909  0.007
C  -2.979  -4.140  -2.615  -0.144
C  -2.129  -4.688  -3.557  -0.001
C  -2.098  -4.146  -4.830  -0.065
N  -3.006  -4.715  -1.265  -0.340
O  -3.802  -4.262  -0.466  0.055
O  -2.243  -5.627  -1.025  0.081
H  -2.869  -2.632  -6.133  0.091
H  -4.378  -1.675  -4.426  0.109
H  -4.456  -2.651  -2.161  0.118
H  -1.502  -5.532  -3.309  0.118
H  -1.443  -4.568  -5.578  0.100
C  2.083  -2.355  6.434  -0.069
C  2.347  -2.692  5.114  -0.057
C  1.422  -2.402  4.125  0.004
C  0.242  -1.772  4.476  -0.143
C  -0.042  -1.433  5.785  -0.004
C  0.888  -1.729  6.768  -0.060
N  -0.729  -1.445  3.427  -0.329
O  -0.470  -1.772  2.289  0.093
O  -1.751  -0.865  3.762  0.062
H  2.806  -2.576  7.200  0.078
H  3.277  -3.178  4.859  0.103
H  1.624  -2.663  3.097  0.120
H  -0.970  -0.945  6.041  0.118
H  0.681  -1.468  7.797  0.107
C  3.374  -1.024  -5.615  -0.068
C  3.661  -2.090  -6.456  -0.065
C  2.634  -2.780  -7.076  -0.003
C  1.330  -2.384  -6.845  -0.146
C  1.024  -1.329  -6.007  0.002
C  2.057  -0.649  -5.388  -0.061
N  0.239  -3.103  -7.513  -0.342
O  0.533  -4.046  -8.214  0.088
O  -0.897  -2.719  -7.318  0.050
H  4.179  -0.484  -5.134  0.108
H  4.687  -2.383  -6.630  0.108
H  2.851  -3.611  -7.729  0.120
H  -0.002  -1.039  -5.833  0.121
H  1.834  0.175  -4.731  0.108
C  4.334  10.487  -2.718  -0.069
C  4.996  9.570  -3.523  -0.064
C  4.275  8.721  -4.345  -0.003
C  2.895  8.808  -4.348  -0.145
C  2.218  9.710  -3.549  0.000
C  2.947  10.554  -2.728  -0.063
N  2.127  7.923  -5.233  -0.338
O  2.739  7.121  -5.905  0.083
O  0.918  8.040  -5.236  0.055
H  4.900  11.153  -2.081  0.108
H  6.075  9.519  -3.512  0.109
H  4.785  8.006  -4.972  0.119
H  1.140  9.759  -3.562  0.120
H  2.433  11.266  -2.099  0.109
C  5.460  -7.013  10.667  -0.068
C  6.670  -6.799  10.020  -0.063
C  6.739  -5.926  8.948  -0.002
C  5.588  -5.276  8.542  -0.145
C  4.374  -5.481  9.170  -0.001
C  4.314  -6.358  10.240  -0.062
N  5.662  -4.333  7.418  -0.337
O  6.730  -4.186  6.871  0.097
O  4.640  -3.751  7.103  0.051
H  5.411  -7.693  11.507  0.108
H  7.561  -7.311  10.353  0.109
H  7.677  -5.757  8.442  0.120
H  3.485  -4.969  8.836  0.118
H  3.372  -6.528  10.742  0.109

Atoms 1-6, force components in eV/Å:
-0.253 -0.729 -0.241
-0.409 0.075 0.026
0.959 0.206 -0.003
0.044 -1.761 -0.418
-0.150 0.476 0.170
0.120 1.299 -0.697

- SMILES string = COCN(Cl)C(=O)OC(F)(F)C(F)(F)F.O=[N+]([O-])c1ccccc1.O=[N+]([O-])c1ccccc1.O=[N+]([O-])c1ccccc1.O=[N+]([O-])c1ccccc1.O=[N+]([O-])c1ccccc1.O=[N+]([O-])c1ccccc1
- total charge = 0
- frontier orbital gap (eV) = 8.66
- E_LUMO (eV) = -0.8

---

Record 2
Here is a 3-piece molecular cluster, C3H10NOPS overall at a distorted geometry from the OMol25 dataset. Energies are from wB97M-V/def2-TZVPD.

Each line ends with the Löwdin charge.
Atoms and positions in Å:
C  -0.192  0.546  -1.200  -0.202
C  -2.060  -3.179  -1.351  -0.056
C  3.024  2.565  2.332  -0.662
N  -0.629  1.212  -0.033  -0.327
O  0.808  -0.398  1.315  -0.512
P  -0.199  0.695  1.469  0.760
S  2.496  2.757  3.845  0.640
H  0.340  -0.364  -1.159  0.041
H  -1.094  0.180  -1.856  0.112
H  0.518  1.212  -1.735  0.087
H  -0.935  -3.105  -1.566  0.043
H  -2.589  -3.662  -2.184  0.026
H  -2.272  -2.143  -1.134  -0.017
H  3.020  1.680  1.783  -0.048
H  3.305  3.535  1.752  0.041
H  -2.200  -3.468  -0.322  0.007
H  -1.339  1.936  0.044  0.068

Atoms 1-6, force components in eV/Å:
-1.606 0.751 -3.950
2.363 1.091 0.014
1.116 3.076 -2.156
-0.187 -0.487 2.318
-0.623 0.643 0.218
0.908 -0.726 0.369

- 2S+1 = 3
- total charge = 0
- energy relative to the best compared isomer or geometry (same formula, charge and spin) (kcal/mol) = 0.00
- frontier orbital gap (alpha / beta) (eV) = 7.51 / 7.72
- E_LUMO (alpha / beta) (eV) = 0.5 / -2.1

---

Record 3
Here is a 6-piece molecular cluster, C27H55N2O11S7 overall at a distorted geometry from the OMol25 dataset. Energies are from wB97M-V/def2-TZVPD.

Each line ends with the Löwdin charge.
Atoms and positions in Å:
C  -5.680  -1.962  -2.744  -0.078
C  -4.577  -1.279  -1.905  -0.221
C  -3.917  -0.096  -2.597  -0.086
N  -2.641  -0.465  -3.243  -0.048
C  -1.611  0.349  -3.225  -0.009
C  -0.382  0.049  -3.824  -0.459
S  0.881  1.231  -3.711  1.074
C  2.425  0.332  -3.961  -0.316
C  3.464  0.739  -2.927  -0.562
O  4.566  0.981  -3.273  0.193
O  3.073  0.824  -1.644  -0.018
C  2.431  -0.346  -1.096  -0.106
C  2.812  -0.515  0.353  -0.307
C  2.484  -1.933  0.809  -0.026
O  2.058  0.368  1.176  0.007
C  2.511  1.654  1.260  -0.540
O  3.660  1.928  1.362  0.160
C  1.406  2.675  1.275  -0.442
S  1.385  3.739  -0.176  0.773
C  -0.308  -1.186  -4.440  0.035
C  -1.450  -1.996  -4.379  -0.194
C  -1.403  -3.385  -4.997  -0.084
O  -0.260  -4.089  -4.515  -0.018
C  -0.346  -4.480  -3.187  -0.494
C  0.305  -3.578  -2.214  0.017
O  -0.889  -5.493  -2.894  0.155
N  -2.592  -1.666  -3.814  0.220
H  -5.468  -3.013  -2.901  0.068
H  -6.624  -1.933  -2.215  0.073
H  -5.787  -1.494  -3.717  0.066
H  -3.842  -2.033  -1.643  0.101
H  -5.025  -0.936  -0.974  0.054
H  -3.695  0.644  -1.840  0.124
H  -4.597  0.275  -3.353  0.136
H  -1.744  1.297  -2.729  0.148
H  2.838  0.539  -4.937  0.101
H  2.307  -0.744  -3.904  0.085
H  1.351  -0.184  -1.107  0.129
H  2.641  -1.243  -1.665  0.126
H  3.880  -0.383  0.491  0.160
H  2.636  -2.653  0.016  0.089
H  1.445  -1.971  1.126  -0.007
H  3.104  -2.224  1.648  0.100
H  1.605  3.346  2.104  0.056
H  0.462  2.161  1.407  0.070
H  1.734  2.960  -1.205  -0.191
H  0.584  -1.527  -4.929  0.132
H  -2.324  -3.917  -4.788  0.138
H  -1.219  -3.266  -6.059  0.144
H  -0.359  -2.735  -2.046  0.063
H  0.454  -4.041  -1.254  0.093
H  1.221  -3.155  -2.608  0.089
C  -2.298  -2.856  1.764  -0.247
S  -1.043  -1.636  1.392  0.849
O  -0.380  -2.072  0.120  -0.575
C  0.076  -2.086  2.720  -0.258
H  -3.081  -2.772  1.017  0.041
H  -1.854  -3.852  1.736  0.068
H  -2.718  -2.650  2.747  0.059
H  0.355  -3.135  2.625  0.080
H  -0.411  -1.906  3.678  0.068
H  0.964  -1.460  2.638  0.032
C  0.169  6.130  5.135  -0.275
S  1.545  6.614  4.086  0.826
O  1.653  5.587  3.012  -0.569
C  2.833  6.264  5.278  -0.276
H  -0.747  6.238  4.558  0.045
H  0.291  5.091  5.444  0.053
H  0.132  6.784  6.006  0.054
H  2.776  5.216  5.577  0.058
H  2.712  6.919  6.140  0.058
H  3.787  6.470  4.802  0.033
C  6.995  9.010  5.470  -0.270
S  5.668  9.813  4.565  0.816
O  4.481  8.921  4.650  -0.565
C  6.380  9.578  2.934  -0.269
H  6.726  9.010  6.524  0.050
H  7.110  7.985  5.117  0.058
H  7.919  9.570  5.329  0.054
H  6.536  8.514  2.753  0.059
H  7.324  10.119  2.870  0.055
H  5.680  9.976  2.204  0.051
C  -0.565  -8.485  -3.396  -0.284
S  -0.448  -9.555  -1.960  0.798
O  0.940  -10.079  -1.921  -0.550
C  -1.491  -10.866  -2.610  -0.274
H  0.057  -7.618  -3.214  0.024
H  -0.208  -9.018  -4.278  0.062
H  -1.598  -8.168  -3.532  0.052
H  -1.070  -11.238  -3.544  0.058
H  -2.498  -10.482  -2.770  0.051
H  -1.518  -11.666  -1.874  0.049
C  -5.366  0.521  3.379  -0.261
S  -6.001  0.675  1.710  0.844
O  -5.355  -0.407  0.901  -0.574
C  -5.143  2.199  1.313  -0.265
H  -5.752  -0.404  3.800  0.055
H  -4.276  0.493  3.353  0.056
H  -5.712  1.365  3.975  0.059
H  -4.068  2.055  1.429  0.058
H  -5.495  2.993  1.971  0.059
H  -5.375  2.455  0.281  0.048

Atoms 1-6, force components in eV/Å:
0.336 -0.081 0.271
-0.675 -0.593 -0.289
-0.358 -0.659 0.765
0.584 -0.405 -0.543
-0.075 0.775 0.246
0.372 -0.784 -0.331

- total charge = +1
- energy relative to the best compared isomer or geometry (same formula, charge and spin) (kcal/mol) = 0.00
- frontier orbital gap (eV) = 5.71
- E_LUMO (eV) = -4.4

---

E_tot values, unit eV, following the record order: -110320.055, -26931.558, -130228.785.